Record 1
{"formula": "C46H56N2O3", "method": "wB97M-V/def2-TZVPD", "total_charge": 0, "smiles": "CCC[C@@H](CN)OCN(C(C)=O)C(C)=O.c1ccccc1.c1ccccc1.c1ccccc1.c1ccccc1.c1ccccc1.c1ccccc1", "species": ["C", "C", "C", "C", "C", "N", "O", "C", "N", "C", "C", "O", "C", "C", "O", "H", "H", "H", "H", "H", "H", "H", "H", "H", "H", "H", "H", "H", "H", "H", "H", "H", "H", "H", "H", "C", "C", "C", "C", "C", "C", "H", "H", "H", "H", "H", "H", "C", "C", "C", "C", "C", "C", "H", "H", "H", "H", "H", "H", "C", "C", "C", "C", "C", "C", "H", "H", "H", "H", "H", "H", "C", "C", "C", "C", "C", "C", "H", "H", "H", "H", "H", "H", "C", "C", "C", "C", "C", "C", "H", "H", "H", "H", "H", "H", "C", "C", "C", "C", "C", "C", "H", "H", "H", "H", "H", "H"], "coordinates": [[3.7067, 0.6178, -1.7168], [3.0187, -0.5839, -0.7878], [1.9741, -1.5268, -1.6619], [0.8901, -2.2020, -0.6062], [-0.6239, -2.2722, -1.3136], [-1.4177, -1.0717, -0.7792], [1.2094, -3.5848, -0.2200], [2.4911, -3.6850, 0.4989], [2.3276, -2.9465, 1.8087], [1.4762, -3.6994, 2.8066], [0.1316, -2.8839, 3.3760], [1.6724, -4.9503, 3.2327], [3.6405, -2.4714, 2.3891], [4.9163, -3.4023, 2.8276], [3.7840, -1.1269, 2.5389], [3.9780, 1.4806, -0.9720], [2.9319, 1.0291, -2.4934], [4.6919, 0.2201, -2.2223], [2.4963, -0.0724, 0.1559], [3.9253, -1.2193, -0.3676], [1.3495, -0.7866, -2.3377], [2.5019, -2.3164, -2.3459], [0.7800, -1.4486, 0.2823], [-1.1353, -3.2319, -0.8290], [-0.5780, -2.3135, -2.4847], [-1.4110, -1.1704, 0.2795], [-0.8406, -0.1966, -0.9475], [2.6568, -4.8487, 0.7075], [3.4319, -3.3520, -0.1360], [0.4964, -1.8863, 3.8762], [-0.4938, -2.5578, 2.4128], [-0.5436, -3.5484, 4.0691], [5.9107, -2.9388, 2.3564], [4.8764, -4.5112, 2.4552], [5.0769, -3.3046, 4.0064], [-0.8365, -6.3344, 2.7825], [-1.7008, -6.6408, 3.8333], [-3.0063, -7.0519, 3.5662], [-3.4496, -7.1525, 2.2472], [-2.5882, -6.8372, 1.1967], [-1.2815, -6.4297, 1.4636], [0.1827, -6.0206, 2.9908], [-1.3563, -6.5599, 4.8612], [-3.6785, -7.2938, 4.3852], [-4.4658, -7.4752, 2.0387], [-2.9353, -6.9098, 0.1689], [-0.6096, -6.1862, 0.6448], [-3.6418, 0.2181, -5.9306], [-2.6902, 1.1809, -6.2656], [-1.6640, 1.4885, -5.3727], [-1.5919, 0.8360, -4.1418], [-2.5489, -0.1202, -3.8029], [-3.5729, -0.4305, -4.6973], [-4.4374, -0.0261, -6.6293], [-2.7478, 1.6914, -7.2237], [-0.9206, 2.2365, -5.6355], [-0.7911, 1.0735, -3.4470], [-2.4963, -0.6246, -2.8412], [-4.3173, -1.1773, -4.4341], [-2.9123, 0.3954, 3.9444], [-2.2333, 0.4346, 2.7269], [-2.7381, 1.1915, 1.6700], [-3.9254, 1.9065, 1.8292], [-4.6093, 1.8599, 3.0437], [-4.1026, 1.1060, 4.1018], [-2.5152, -0.1891, 4.7698], [-1.3094, -0.1247, 2.6019], [-2.2069, 1.2245, 0.7224], [-4.3176, 2.4984, 1.0068], [-5.5378, 2.4123, 3.1660], [-4.6344, 1.0717, 5.0490], [-4.2793, 6.6209, -8.3331], [-5.1782, 5.7837, -8.9933], [-5.4373, 4.5068, -8.4961], [-4.7937, 4.0649, -7.3400], [-3.8877, 4.8986, -6.6849], [-3.6314, 6.1769, -7.1800], [-4.0828, 7.6182, -8.7169], [-5.6780, 6.1270, -9.8957], [-6.1405, 3.8559, -9.0090], [-4.9973, 3.0711, -6.9509], [-3.3815, 4.5522, -5.7872], [-2.9272, 6.8274, -6.6680], [6.9356, 1.7833, 5.9199], [6.7648, 0.6899, 5.0713], [5.5131, 0.4259, 4.5161], [4.4300, 1.2535, 4.8131], [4.5986, 2.3415, 5.6691], [5.8512, 2.6077, 6.2214], [7.9125, 1.9926, 6.3471], [7.6082, 0.0434, 4.8418], [5.3811, -0.4243, 3.8520], [3.4552, 1.0496, 4.3786], [3.7533, 2.9831, 5.9055], [5.9830, 3.4569, 6.8867], [2.6148, 4.5933, 0.5509], [1.6513, 5.5533, 0.2429], [0.2965, 5.2300, 0.3118], [-0.0953, 3.9440, 0.6849], [0.8684, 2.9813, 0.9838], [2.2231, 3.3057, 0.9186], [3.6702, 4.8475, 0.5036], [1.9565, 6.5547, -0.0503], [-0.4542, 5.9794, 0.0751], [-1.1507, 3.6925, 0.7412], [0.5634, 1.9773, 1.2688], [2.9739, 2.5560, 1.1538]], "forces_ev_per_a": [[-0.24, -0.36, 0.97], [0.86, 0.34, -0.55], [-0.37, 0.91, 1.30], [-0.77, 0.51, -2.11], [0.66, -0.45, 1.93], [1.54, -0.18, 0.36], [2.03, 1.60, 0.82], [-0.09, -2.13, -0.30], [1.37, -0.94, 1.05], [-1.02, -4.73, 2.79], [0.73, 0.18, -1.32], [0.02, 7.80, -2.93], [1.32, 6.50, 0.93], [0.60, 0.46, -0.23], [-1.16, -8.61, -1.02], [-0.36, -1.53, -1.61], [1.61, -0.82, 1.39], [-2.11, 0.90, 0.81], [0.93, -1.29, -2.18], [-1.98, 1.24, -0.75], [1.24, -1.52, 1.21], [-1.00, 1.46, 1.38], [0.39, -1.77, -1.28], [1.02, 1.94, -1.45], [-0.18, 0.14, 2.39], [-0.15, 0.13, -1.75], [-0.85, -1.30, 0.14], [-0.58, 2.44, -0.51], [-2.08, -0.09, 1.47], [-0.68, -2.00, -0.83], [1.39, -0.80, 2.03], [1.70, 1.27, -1.40], [-2.40, -0.74, 0.92], [-0.32, 2.14, 0.97], [-0.66, -0.39, -2.63], [-0.14, -0.17, -0.07], [-0.14, -0.02, -0.22], [0.07, 0.05, -0.12], [0.17, 0.06, 0.05], [0.04, 0.02, 0.11], [-0.20, -0.05, 0.17], [-0.56, -0.28, -0.05], [-0.03, -0.03, -0.13], [0.08, 0.03, -0.12], [0.13, 0.05, 0.03], [0.04, 0.00, 0.15], [-0.06, -0.02, 0.09], [0.12, 0.04, 0.16], [0.02, -0.07, 0.10], [-0.09, -0.09, 0.07], [-0.22, -0.06, -0.20], [-0.02, -0.04, -0.08], [0.13, 0.18, -0.13], [0.10, 0.04, 0.08], [0.03, -0.07, 0.14], [-0.10, -0.10, 0.02], [-0.08, 0.00, -0.06], [-0.04, 0.12, -0.12], [0.11, 0.10, -0.02], [-0.09, 0.08, -0.13], [-0.20, 0.13, 0.00], [-0.08, 0.02, 0.17], [0.09, -0.10, 0.14], [0.15, -0.08, -0.02], [0.12, -0.01, -0.16], [-0.06, 0.07, -0.11], [-0.07, 0.08, 0.04], [-0.11, -0.01, 0.10], [0.05, -0.09, 0.10], [0.15, -0.09, -0.02], [0.08, 0.01, -0.14], [-0.02, -0.18, 0.08], [0.07, -0.04, 0.13], [0.13, 0.11, 0.10], [0.01, 0.17, -0.11], [-0.06, 0.05, -0.11], [-0.14, -0.10, -0.11], [-0.02, -0.14, 0.05], [0.07, -0.05, 0.14], [0.10, 0.10, 0.07], [0.04, 0.13, -0.03], [-0.09, 0.03, -0.13], [-0.10, -0.09, -0.07], [-0.16, -0.02, -0.05], [-0.17, 0.19, 0.09], [0.16, 0.02, 0.12], [0.17, 0.03, 0.09], [0.12, -0.09, -0.04], [0.02, -0.15, -0.11], [-0.13, -0.02, -0.04], [-0.11, 0.10, 0.03], [-0.01, 0.28, 0.15], [0.14, -0.01, 0.02], [0.13, -0.09, -0.04], [-0.02, -0.12, -0.10], [-0.19, -0.07, 0.00], [-0.05, -0.15, 0.05], [0.12, -0.14, 0.04], [0.17, 0.05, -0.05], [0.05, 0.17, -0.08], [-0.10, 0.12, -0.05], [-0.14, -0.04, 0.00], [-0.05, -0.15, 0.06], [0.11, -0.11, 0.04], [0.13, 0.03, 0.01], [0.03, 0.12, 0.00], [-0.09, 0.09, 0.00]], "lowdin_charge": [-0.130, -0.244, -0.133, -0.297, -0.179, -0.047, -0.154, -0.165, -0.024, -0.231, -0.001, -0.037, -0.240, -0.026, -0.047, 0.061, 0.075, 0.080, 0.106, 0.094, 0.108, 0.132, 0.126, 0.133, 0.126, 0.056, 0.072, 0.158, 0.150, 0.095, 0.089, 0.097, 0.107, 0.089, 0.115, -0.099, -0.093, -0.100, -0.101, -0.098, -0.086, 0.055, 0.101, 0.098, 0.098, 0.099, 0.098, -0.099, -0.111, -0.098, -0.097, -0.097, -0.090, 0.100, 0.097, 0.101, 0.090, 0.065, 0.101, -0.092, -0.101, -0.107, -0.089, -0.092, -0.093, 0.100, 0.076, 0.083, 0.103, 0.102, 0.101, -0.099, -0.100, -0.096, -0.101, -0.096, -0.097, 0.099, 0.099, 0.100, 0.091, 0.099, 0.099, -0.103, -0.097, -0.096, -0.092, -0.097, -0.102, 0.098, 0.097, 0.064, 0.094, 0.099, 0.098, -0.093, -0.096, -0.094, -0.093, -0.096, -0.101, 0.101, 0.100, 0.100, 0.088, 0.088, 0.093]}

=====

Record 2
{"formula": "C46H57B2BiIN6O3P", "method": "wB97M-V/def2-TZVPD", "total_charge": 0, "species": ["Bi", "C", "C", "C", "C", "C", "N", "N", "B", "N", "N", "C", "C", "C", "C", "C", "N", "N", "C", "C", "C", "C", "C", "H", "H", "H", "H", "H", "H", "H", "H", "H", "H", "H", "H", "H", "H", "H", "H", "H", "H", "H", "H", "H", "H", "I", "C", "C", "C", "C", "C", "C", "C", "C", "C", "P", "C", "C", "C", "C", "C", "C", "C", "C", "C", "C", "C", "C", "C", "H", "H", "H", "H", "H", "H", "H", "H", "H", "H", "H", "H", "H", "H", "H", "H", "C", "C", "C", "O", "H", "H", "H", "H", "H", "H", "H", "C", "C", "C", "O", "B", "O", "C", "C", "C", "H", "H", "H", "H", "H", "H", "H", "H", "H", "H", "H", "H"], "coordinates": [[-0.5625, -0.0349, 0.5571], [1.7618, -4.1947, 0.1987], [1.1932, -3.6774, 1.4808], [0.5420, -4.3844, 2.5112], [0.2208, -3.4313, 3.4481], [-0.4829, -3.5962, 4.7526], [0.6520, -2.2322, 2.9816], [1.2616, -2.3910, 1.7752], [0.6698, -0.8804, 3.7400], [-0.7135, -0.1222, 3.7373], [-1.0978, 0.6562, 2.6825], [-2.0944, 1.4520, 3.0922], [-2.7872, 2.4256, 2.2055], [-2.3451, 1.1924, 4.4390], [-1.4563, 0.2012, 4.8100], [-1.3292, -0.4615, 6.1413], [1.6946, 0.0815, 3.1054], [1.5792, 0.5481, 1.8372], [2.6607, 1.2709, 1.5837], [2.9259, 1.9097, 0.2601], [3.4865, 1.3018, 2.7179], [2.8367, 0.5332, 3.6613], [3.2706, 0.2159, 5.0541], [2.2265, -5.1704, 0.3387], [0.9782, -4.3007, -0.5554], [2.5025, -3.4937, -0.1836], [0.3205, -5.4395, 2.5502], [-0.5006, -4.6470, 5.0346], [0.0205, -3.0351, 5.5416], [-1.5154, -3.2423, 4.6874], [0.9632, -1.0812, 4.8832], [-2.1111, 2.7769, 1.4343], [-3.6390, 1.9490, 1.7151], [-3.1385, 3.2756, 2.7890], [-3.0888, 1.6588, 5.0646], [-2.0756, -0.0520, 6.8184], [-1.4898, -1.5342, 6.0480], [-0.3406, -0.3056, 6.5734], [2.0224, 1.9213, -0.3470], [3.2712, 2.9328, 0.4071], [3.7004, 1.3633, -0.2815], [4.4253, 1.8197, 2.8313], [4.2090, 0.7266, 5.2608], [2.5299, 0.5362, 5.7876], [3.4220, -0.8572, 5.1802], [1.5764, -0.4333, -2.4142], [1.4330, -1.1529, -4.4088], [2.6774, -1.2635, -4.9673], [2.8604, -1.7251, -6.2808], [1.7724, -2.0808, -7.0079], [0.4688, -1.9836, -6.4656], [-0.6077, -2.3846, -7.2803], [-1.8855, -2.3204, -6.8184], [-2.1152, -1.8375, -5.5264], [-1.1113, -1.4171, -4.6768], [-1.7111, -0.8508, -2.9709], [-3.0662, 0.2819, -3.4929], [-4.1246, 0.5318, -2.6247], [-5.1273, 1.4285, -2.9686], [-5.0558, 2.1350, -4.1592], [-3.9746, 1.9375, -5.0072], [-2.9872, 1.0219, -4.6752], [-2.4917, -2.4738, -2.5502], [-1.5761, -3.4769, -2.2315], [-1.9938, -4.7814, -2.0272], [-3.3434, -5.0983, -2.1221], [-4.2624, -4.1025, -2.4182], [-3.8402, -2.7975, -2.6373], [0.2412, -1.4969, -5.1285], [3.5434, -0.9911, -4.3799], [3.8596, -1.7917, -6.6908], [1.8798, -2.4516, -8.0204], [-0.3912, -2.7380, -8.2820], [-2.7222, -2.6361, -7.4292], [-3.1403, -1.7875, -5.1957], [-4.1377, 0.0244, -1.6707], [-5.9697, 1.5816, -2.3052], [-5.8270, 2.8492, -4.4191], [-3.8926, 2.5002, -5.9288], [-2.1528, 0.8863, -5.3503], [-0.5202, -3.2297, -2.1563], [-1.2701, -5.5535, -1.7967], [-3.6761, -6.1159, -1.9601], [-5.3156, -4.3465, -2.4897], [-4.5668, -2.0263, -2.8645], [-2.7991, -2.3836, 1.6099], [-3.4309, -1.0012, 1.4384], [-4.9289, -1.1503, 1.0940], [-2.7738, -0.2112, 0.4734], [-3.3698, -2.9591, 2.3440], [-1.7675, -2.3141, 1.9627], [-2.8077, -2.9170, 0.6551], [-3.3828, -0.5019, 2.4168], [-5.1577, -2.1611, 0.7494], [-5.1981, -0.4580, 0.2993], [-5.5553, -0.9284, 1.9604], [-1.5854, 5.2036, -0.3877], [-0.3403, 4.3962, -0.7459], [0.8860, 5.2790, -0.5797], [-0.2669, 3.3109, 0.2067], [-0.5739, 2.1329, -0.4171], [-0.7498, 2.2967, -1.7622], [-0.4376, 3.6583, -2.1326], [-1.5343, 4.1789, -3.0468], [0.8760, 3.6154, -2.9074], [-1.4622, 5.5956, 0.6223], [-2.4751, 4.5727, -0.4002], [-1.7276, 6.0402, -1.0712], [0.9011, 5.6762, 0.4352], [0.8402, 6.1128, -1.2825], [1.8095, 4.7279, -0.7423], [-2.5168, 4.0912, -2.5856], [-1.5389, 3.5892, -3.9640], [-1.3453, 5.2227, -3.3037], [1.6919, 3.2311, -2.2957], [1.1392, 4.6070, -3.2781], [0.7504, 2.9434, -3.7570]], "forces_ev_per_a": [[-0.90, -0.36, -0.13], [-0.11, 0.08, 0.02], [-0.02, 0.08, 0.08], [-0.04, -0.07, -0.13], [-0.05, 0.01, 0.06], [0.04, 0.06, -0.05], [0.06, 0.03, 0.02], [0.04, 0.06, -0.03], [0.04, 0.04, -0.32], [0.09, -0.02, 0.04], [-0.24, 0.12, 0.24], [0.22, -0.11, 0.08], [-0.10, -0.20, -0.04], [-0.05, 0.07, 0.00], [-0.08, -0.06, -0.02], [0.07, 0.07, -0.07], [0.02, -0.12, 0.19], [0.15, 0.12, -0.14], [0.10, 0.05, 0.17], [-0.07, -0.13, 0.18], [-0.02, -0.01, -0.05], [0.12, 0.04, -0.07], [-0.07, -0.09, -0.07], [0.03, 0.00, -0.01], [0.01, -0.04, -0.02], [0.02, -0.02, -0.02], [0.04, 0.02, 0.06], [-0.02, -0.02, -0.02], [-0.02, -0.06, -0.01], [0.00, -0.02, 0.02], [-0.06, 0.06, 0.03], [-0.03, 0.12, 0.01], [0.03, 0.00, 0.00], [0.00, 0.00, 0.01], [0.03, 0.01, -0.03], [-0.01, 0.01, 0.01], [-0.01, 0.07, 0.10], [-0.01, -0.01, 0.01], [0.00, 0.07, -0.07], [-0.04, 0.05, -0.10], [-0.01, 0.01, -0.02], [-0.02, -0.04, 0.01], [0.01, 0.00, 0.01], [0.01, 0.00, 0.00], [0.01, 0.02, 0.03], [0.26, -0.16, -0.25], [0.03, 0.12, 0.21], [0.02, 0.04, 0.11], [0.05, 0.00, -0.05], [0.04, -0.02, -0.04], [0.02, 0.08, 0.22], [-0.08, 0.01, -0.08], [-0.02, -0.04, -0.06], [0.14, 0.07, 0.17], [-0.33, 0.04, 0.22], [-0.08, -0.17, -0.32], [0.20, -0.07, -0.12], [0.00, -0.09, 0.05], [-0.01, 0.03, 0.06], [0.03, 0.03, -0.06], [0.04, 0.04, 0.09], [-0.04, -0.04, 0.00], [-0.01, 0.20, -0.24], [0.06, 0.03, 0.07], [-0.04, -0.01, 0.03], [0.02, 0.02, 0.02], [-0.05, -0.04, 0.03], [-0.02, 0.14, 0.11], [0.25, 0.00, -0.12], [0.00, -0.01, -0.03], [-0.01, -0.02, 0.01], [-0.03, 0.01, 0.01], [0.00, -0.02, 0.04], [0.03, 0.02, 0.00], [-0.13, 0.01, 0.15], [-0.09, -0.03, 0.16], [0.06, 0.00, 0.06], [-0.02, -0.04, -0.01], [-0.01, 0.00, 0.00], [0.02, -0.05, -0.02], [-0.02, -0.02, -0.01], [0.01, 0.03, 0.02], [0.00, 0.02, -0.01], [0.01, 0.03, 0.01], [0.00, -0.06, -0.06], [-0.05, 0.19, -0.03], [-0.07, -0.15, 0.02], [0.21, 0.05, -0.07], [0.37, 0.08, -0.18], [0.06, -0.06, -0.02], [0.03, -0.07, 0.02], [0.00, -0.03, -0.01], [0.05, 0.03, 0.01], [-0.02, 0.01, -0.04], [-0.02, 0.12, -0.02], [-0.02, -0.08, -0.02], [0.04, -0.17, 0.05], [-0.18, 0.21, -0.14], [-0.05, -0.12, 0.03], [0.23, -0.16, 0.25], [0.11, 0.32, -0.26], [-0.21, -0.28, 0.06], [0.12, 0.22, -0.03], [0.01, -0.13, 0.06], [-0.09, -0.08, 0.08], [-0.02, 0.00, 0.00], [-0.01, 0.04, -0.03], [-0.02, 0.00, 0.00], [0.00, 0.03, -0.02], [0.05, 0.01, 0.02], [0.01, 0.01, 0.00], [0.00, 0.01, -0.03], [-0.02, 0.02, 0.01], [-0.04, 0.00, -0.02], [0.02, 0.00, -0.02], [0.04, -0.02, 0.01], [0.01, 0.01, -0.01]], "lowdin_charge": [1.701, -0.035, -0.359, 0.002, -0.306, -0.024, -0.010, 0.067, -0.515, 0.052, -0.066, -0.324, -0.008, 0.019, -0.262, -0.012, 0.019, -0.022, -0.327, -0.041, 0.016, -0.268, -0.025, 0.074, 0.052, 0.066, 0.104, 0.082, 0.067, 0.077, 0.109, 0.041, 0.088, 0.090, 0.114, 0.083, 0.058, 0.081, 0.009, 0.084, 0.077, 0.108, 0.078, 0.078, 0.086, 1.005, -0.568, -0.194, -0.079, -0.042, -0.159, -0.035, -0.057, -0.099, -0.285, 1.044, -0.368, -0.102, -0.077, -0.094, -0.093, -0.107, -0.370, -0.115, -0.081, -0.090, -0.083, -0.092, -0.178, 0.069, 0.107, 0.113, 0.114, 0.109, 0.105, 0.075, 0.103, 0.100, 0.103, 0.104, 0.082, 0.102, 0.100, 0.102, 0.097, -0.065, -0.573, -0.043, -0.476, 0.086, 0.028, 0.075, 0.102, 0.068, 0.058, 0.072, -0.010, -0.452, -0.003, 0.051, -0.799, 0.022, -0.451, -0.003, -0.013, 0.096, 0.094, 0.091, 0.096, 0.098, 0.074, 0.089, 0.084, 0.097, 0.074, 0.095, 0.091]}

=====

Number 1: LUMO energy -0.673 eV, E_tot -2121.3958 a.u.. Number 2: LUMO energy 0.195 eV, E_tot -3244.8793 a.u..